[1]
Below is a 3-piece molecular cluster, C3H7INO2S overall at a distorted geometry, with properties calculated with ωB97M-V with the def2-TZVPD basis set.

Last column: Mulliken charge in e.
Atoms and positions in Å:
C -0.97711 -1.31371 1.07371  -0.957
C 0.72285 1.96712 -1.92185  -0.417
C -0.45659 -0.50175 -0.10750  0.124
N 0.42706 0.39801 -0.07200  -0.298
O 2.94976 0.26670 0.78532  -0.585
O 1.42892 1.91175 1.73961  -0.570
S 1.62482 0.50025 1.42682  0.616
I -3.45313 -4.52032 0.54858  -0.959
H -0.43003 -2.20923 1.13830  0.325
H -0.93883 -0.63086 1.89889  0.321
H -2.03091 -1.41742 0.81008  0.262
H 0.26676 1.30460 -2.78050  0.236
H 0.09547 2.74116 -1.45809  0.250
H 1.79566 2.11904 -2.06086  0.247
H -1.02471 -0.61534 -1.02050  0.403

The net charge is -1. The value obtained for the energy is -1019.556933 Eh. For the energy relative to the best compared isomer or geometry (same formula, charge and spin), the calculation gives 93.6 kcal per mole.

=====

[2]
Below is one molecule with the formula C3H7IO at a distorted geometry, with properties calculated with ωB97M-V with the def2-TZVPD basis set.

Last column: Mulliken charge in e.
Atoms and positions in Å:
C -1.41770 -0.30284 -0.01492  -0.902
C 0.09207 -0.67554 0.25367  -0.658
C 1.00905 0.39609 -0.42071  -0.367
O 0.78817 1.61701 0.12035  -0.403
I 3.22144 -0.16466 -0.08834  -0.123
H -2.00975 -0.95270 -0.83830  0.271
H -2.03789 -0.17980 0.88830  0.300
H -1.31972 0.73279 -0.41348  0.316
H 0.30303 -0.65123 1.34127  0.373
H 0.26135 -1.70950 0.02987  0.441
H 1.06770 0.41534 -1.51850  0.421
H 0.04226 1.47503 0.66079  0.329

The net charge is 0. The value obtained for the energy is -491.400300 Eh. The SMILES is CC[C@@H](O)I. For the energy relative to the best compared isomer or geometry (same formula, charge and spin), the calculation gives 12.2 kcal per mole.

=====

[3]
Below is a 2-piece molecular cluster, C3H7IO2 overall at a distorted geometry, with properties calculated with ωB97M-V with the def2-TZVPD basis set.

Last column: Mulliken charge in e.
Atoms and positions in Å:
C -1.75567 0.08297 0.08806  -1.006
C -0.40227 -0.44607 -0.42500  -0.523
C 0.80356 0.29810 0.18048  0.356
O 1.25606 -0.00916 1.37726  -0.437
O 0.99883 1.47431 -0.30215  -0.368
I 2.99625 -1.08062 -1.68530  -0.597
H -2.47212 -0.54759 -0.44112  0.321
H -2.01273 1.09091 -0.10935  0.346
H -1.67280 -0.04282 1.24069  0.270
H -0.46748 -1.47110 -0.13525  0.392
H -0.26784 -0.38421 -1.37154  0.459
H 1.21247 -0.91122 1.67298  0.388
H 1.78375 1.94650 -0.08977  0.398

The net charge is 0. The value obtained for the energy is -566.623893 Eh. For the energy relative to the best compared isomer or geometry (same formula, charge and spin), the calculation gives 43.0 kcal per mole.

=====

[4]
Below is C3H7InN2O7 as an isolated structure at a distorted geometry, with properties calculated with ωB97M-V with the def2-TZVPD basis set.

Last column: Mulliken charge in e.
Atoms and positions in Å:
In 0.93521 1.47621 -0.37335  0.871
N 2.75622 1.29523 -3.57966  0.985
O 3.22157 1.65826 -4.66253  -0.608
O 2.10615 2.14611 -2.88664  -0.650
O 2.92157 0.17331 -3.07178  -0.602
O 0.47855 -1.11739 -1.72869  -0.354
C -0.60396 -1.91833 -1.63203  -0.251
C -0.51426 -3.36801 -1.17086  -0.238
O 0.60313 -4.05951 -1.37987  -0.357
H -1.15637 -1.91658 -2.58844  0.304
H -1.30668 -1.32855 -1.02303  0.296
H -1.39033 -3.92118 -1.55153  0.324
H -0.76592 -3.47845 -0.09830  0.277
C -1.19724 1.60734 4.13895  -0.751
N -0.74283 2.63674 3.12443  0.776
O -0.39891 2.23338 2.03189  -0.454
O -0.78274 3.79547 3.47236  -0.472
H -0.38985 1.04442 4.59169  0.275
H -1.88463 1.04272 3.50629  0.312
H -1.88870 1.99881 4.88110  0.316

The net charge is 0. The value obtained for the energy is -944.329139 Eh. For the energy relative to the best compared isomer or geometry (same formula, charge and spin), the calculation gives 0.0 kcal per mole.

=====

[5]
Below is a 2-piece molecular cluster, C3H7N overall at a distorted geometry, with properties calculated with ωB97M-V with the def2-TZVPD basis set.

Last column: Mulliken charge in e.
Atoms and positions in Å:
C 1.43941 -1.65432 0.42090  -0.573
C 0.68408 -2.36380 1.05685  -0.239
C -0.09865 1.24871 -0.37781  -0.553
H 2.16105 -1.06975 0.07637  0.496
H -0.01548 -3.17630 1.22446  0.335
H -1.68966 0.25210 -0.80511  0.243
H -1.97442 1.69390 -0.08531  0.275
H 0.07934 2.08132 0.28611  0.337
H 0.20688 0.45655 0.30482  0.022
H 0.62490 1.24569 -1.21610  0.260
N -1.41745 1.28591 -0.88519  -0.604

The net charge is 0. The value obtained for the energy is -173.136648 Eh. The SMILES is C#C.CN. For the energy relative to the best compared isomer or geometry (same formula, charge and spin), the calculation gives 66.2 kcal per mole.

=====

[6]
Below is a 2-piece molecular cluster, C3H7N overall at a distorted geometry, with properties calculated with ωB97M-V with the def2-TZVPD basis set.

Last column: Mulliken charge in e.
Atoms and positions in Å:
C 1.14487 0.22345 0.48615  -0.406
C -2.70314 -0.59296 -0.00736  -0.457
C -2.62654 0.54141 -0.39394  -0.309
H 1.00624 1.30312 0.39694  0.246
H 0.15084 -0.24268 0.50989  0.043
H 1.65959 0.03086 1.44502  0.246
H 2.81969 0.17386 -0.64580  0.215
H 1.99094 -1.21466 -0.70625  0.214
H -2.84831 -1.56517 0.28431  0.390
H -2.47265 1.53867 -0.67957  0.378
N 1.87847 -0.19589 -0.68940  -0.561

The net charge is 0. The value obtained for the energy is -173.161531 Eh. The SMILES is C#C.CN. For the energy relative to the best compared isomer or geometry (same formula, charge and spin), the calculation gives 50.5 kcal per mole.

=====

[7]
Below is a 2-piece molecular cluster, C3H7N overall at a distorted geometry, with properties calculated with ωB97M-V with the def2-TZVPD basis set.

Last column: Mulliken charge in e.
Atoms and positions in Å:
C -2.27216 -0.28870 1.08089  -0.635
C 1.80625 -0.41283 -1.13060  -0.532
C 2.58802 0.47417 -0.91435  -0.237
H -1.98933 -0.75280 1.98439  0.316
H -3.10284 0.50041 1.39324  0.175
H -2.74162 -0.97602 0.37797  0.224
H -0.33434 -0.16760 0.87876  0.246
H -1.11123 0.28217 -0.53626  0.234
H 1.07123 -1.21208 -1.29094  0.406
H 3.27627 1.10516 -0.45542  0.362
N -1.11440 0.36928 0.49037  -0.560

The net charge is 0. The value obtained for the energy is -173.149133 Eh. The SMILES is C#C.CN. For the energy relative to the best compared isomer or geometry (same formula, charge and spin), the calculation gives 58.3 kcal per mole.

=====

[8]
Below is one molecule with the formula C3H7N at a distorted geometry, with properties calculated with ωB97M-V with the def2-TZVPD basis set.

Last column: Mulliken charge in e.
Atoms and positions in Å:
C -0.85919 0.76675 1.30814  -0.867
C -0.07325 -0.23133 0.45183  -0.304
C 0.07603 -0.20251 -0.88617  -0.037
N 1.08103 -0.92619 -1.53695  -0.484
H -0.30624 1.00192 2.25978  0.289
H -1.08629 1.66543 0.65003  0.244
H -1.90191 0.30980 1.55230  0.214
H 0.54217 -0.77943 1.13717  0.213
H -0.66970 0.22710 -1.54376  0.308
H 1.31961 -0.63493 -2.41900  0.214
H 1.87773 -1.19662 -0.97339  0.209

The net charge is 0. The value obtained for the energy is -173.216469 Eh. The SMILES is C/C=C/N. For the energy relative to the best compared isomer or geometry (same formula, charge and spin), the calculation gives 16.1 kcal per mole.

=====

[9]
Below is an isolated ion of composition C3H7N and charge +1 at a distorted geometry, with properties calculated with ωB97M-V with the def2-TZVPD basis set.

Last column: Mulliken charge in e.
Atoms and positions in Å:
N 0.24035 1.46599 1.02712  -0.558
C -0.63657 0.44309 0.33411  -0.225
C 0.15625 -1.33777 -1.37340  -0.591
C 0.39421 -0.47938 -0.31186  0.177
H -0.29518 1.91442 1.77131  0.281
H 0.87396 0.88046 1.56484  0.262
H -1.15541 -0.16367 1.09713  0.356
H -1.18516 0.94360 -0.46275  0.386
H 0.95717 -1.98580 -1.73965  0.298
H -0.77895 -1.37566 -1.91421  0.305
H 1.42932 -0.30528 0.00735  0.310

The net charge is +1. The value obtained for the energy is -172.859718 Eh. For the energy relative to the best compared isomer or geometry (same formula, charge and spin), the calculation gives 63.0 kcal per mole. The spin multiplicity is 2. The expectation value of S² is 0.758.

=====

[10]
Below is a 2-piece molecular cluster, C3H7N2 overall at a distorted geometry, with properties calculated with ωB97M-V with the def2-TZVPD basis set.

Last column: Mulliken charge in e.
Atoms and positions in Å:
C -0.95704 -0.36091 1.71099  0.172
C -0.25202 1.27714 -0.47413  -0.981
C -0.05768 0.10564 -0.99248  -0.042
N -0.18283 -1.19095 1.63840  -0.382
N 0.95776 -0.74344 -0.53135  -0.289
H -1.61807 0.50298 1.83060  0.343
H -1.11581 1.79394 -0.90608  0.283
H 0.39461 1.60184 0.30174  0.448
H -0.80188 -0.22584 -1.70400  0.279
H 1.03221 -1.57201 -1.08042  0.320
H 0.86483 -1.07434 0.66100  0.447
H 1.73591 -0.11405 -0.45426  0.403

The net charge is +1. The value obtained for the energy is -227.675978 Eh. For the energy relative to the best compared isomer or geometry (same formula, charge and spin), the calculation gives 49.2 kcal per mole.

=====

[11]
Below is a 2-piece molecular cluster, C3H7N2 overall at a distorted geometry, with properties calculated with ωB97M-V with the def2-TZVPD basis set.

Last column: Mulliken charge in e.
Atoms and positions in Å:
C 0.99839 1.21796 -0.02052  0.055
C -1.20799 -1.06486 -0.84095  -0.234
C -0.31803 -1.73357 0.14604  -0.254
N -0.77591 -0.41773 0.32787  -0.248
N 0.90332 2.17038 0.78840  -0.203
H 1.77105 1.08599 -0.76456  0.325
H -0.80375 -0.80678 -1.81067  0.232
H -2.28243 -1.23185 -0.86615  0.253
H -0.68103 -2.43613 0.89060  0.254
H 0.70586 -1.93419 -0.14252  0.230
H 1.56405 2.95449 0.83936  0.282
H 0.12647 2.19629 1.45310  0.307

The net charge is +1. The value obtained for the energy is -227.563363 Eh. For the energy relative to the best compared isomer or geometry (same formula, charge and spin), the calculation gives 119.8 kcal per mole.

=====

[12]
Below is a 2-piece molecular cluster, C3H7N2 overall at a distorted geometry, with properties calculated with ωB97M-V with the def2-TZVPD basis set.

Last column: Mulliken charge in e.
Atoms and positions in Å:
C 1.10963 0.96752 2.02729  -0.041
C -0.19905 0.16985 -0.81518  0.461
C -0.81129 -1.04671 -0.38077  -0.886
N 0.78995 1.62970 1.06418  -0.309
N -0.08934 0.76933 -1.92145  -0.226
H 1.56036 1.48460 2.88210  0.288
H 1.03066 -0.10643 2.19209  0.182
H -0.21387 -1.52215 0.40141  0.271
H -1.76697 -0.78485 0.08416  0.315
H -0.99336 -1.76191 -1.19067  0.381
H -0.47073 0.40246 -2.80059  0.277
H 0.37796 1.67229 -1.98242  0.288

The net charge is +1. The value obtained for the energy is -227.609774 Eh. For the energy relative to the best compared isomer or geometry (same formula, charge and spin), the calculation gives 90.7 kcal per mole.